{
  "formula": "C4H32NO11",
  "method": "ωB97M-V/def2-TZVPD",
  "homo_lumo_gap_ev": [10.728, 4.221],
  "s_squared": 0.754,
  "relative_energy_kj_mol": 137.3,
  "energy_ha": -1053.28357,
  "total_charge": 2,
  "spin_multiplicity": 2,
  "symbols": ["C", "C", "C", "C", "O", "N", "H", "H", "H", "H", "H", "H", "H", "H", "H", "H", "H", "H", "H", "H", "O", "H", "H", "O", "H", "H", "O", "H", "H", "O", "H", "H", "O", "H", "H", "O", "H", "H", "O", "H", "H", "O", "H", "H", "O", "H", "H", "O"],
  "xyz": [[1.38, -1.79, -0.37], [0.73, -0.44, -0.56], [1.61, 0.66, -1.33], [2.92, 1.06, -0.69], [0.72, 1.72, -1.32], [0.34, 0.17, 0.86], [1.96, -2.07, -1.24], [2.03, -1.79, 0.52], [0.66, -2.56, -0.14], [-0.21, -0.64, -1.06], [1.47, 0.35, -2.40], [3.53, 0.43, -0.03], [3.62, 1.40, -1.49], [2.76, 2.00, -0.20], [0.85, 2.53, -0.75], [-0.04, 1.09, 0.65], [-0.41, -0.47, 1.19], [1.24, 0.17, 1.36], [-1.41, -2.75, 0.62], [-2.54, -2.00, 1.58], [-1.60, -2.19, 1.46], [0.39, 4.30, 1.09], [0.15, 2.90, 1.83], [0.30, 3.35, 0.99], [1.27, -1.01, 2.91], [2.20, 0.07, 3.55], [2.21, -0.70, 2.99], [-1.58, -2.17, -2.02], [-2.57, -1.48, -1.13], [-1.92, -2.22, -1.11], [0.56, -2.76, 3.78], [-0.53, -2.35, 2.78], [0.07, -1.98, 3.48], [-2.86, 0.47, -0.50], [-4.28, -0.10, -1.06], [-3.35, 0.06, -1.23], [-1.26, -0.86, -4.10], [-0.24, -2.07, -4.27], [-0.77, -1.55, -3.67], [-1.96, 1.76, 0.11], [-2.87, 1.65, 1.51], [-2.25, 1.28, 0.88], [2.84, 2.51, 1.63], [2.81, 2.01, 3.06], [2.28, 2.01, 2.24], [-3.20, 1.15, -3.96], [-2.51, 0.34, -2.75], [-2.54, 0.51, -3.70]],
  "lowdin_charge": [0.019, -0.167, -0.235, 0.034, 0.181, 0.256, 0.117, 0.105, 0.096, 0.112, 0.225, 0.127, 0.141, 0.064, 0.143, 0.072, 0.125, 0.099, 0.097, 0.081, -0.084, 0.091, 0.057, -0.036, -0.016, 0.033, -0.085, 0.025, 0.013, -0.082, 0.082, 0.024, -0.060, 0.007, 0.108, -0.042, 0.010, 0.068, -0.034, 0.061, 0.107, -0.013, 0.046, 0.092, -0.061, 0.063, -0.012, -0.053]
}

***

{
  "formula": "C4H33NO13",
  "method": "ωB97M-V/def2-TZVPD",
  "smiles": "C[C@@H](O)[C@@H](N)CO.O.O.O.O.O.O.O.O.O.O.O",
  "homo_lumo_gap_ev": 9.453,
  "relative_energy_kj_mol": 264.3,
  "energy_ha": -1204.99645,
  "total_charge": 0,
  "symbols": ["C", "C", "O", "C", "N", "C", "O", "H", "H", "H", "H", "H", "H", "H", "H", "H", "H", "H", "O", "H", "H", "O", "H", "H", "O", "H", "H", "O", "H", "H", "O", "H", "H", "O", "H", "H", "O", "H", "H", "O", "H", "H", "O", "H", "H", "O", "H", "H", "O", "H", "H"],
  "xyz": [[4.09, 0.34, 0.07], [2.64, -0.17, -0.31], [2.39, -1.51, 0.08], [1.49, 0.73, 0.16], [0.33, 0.48, -0.74], [1.16, 0.62, 1.64], [0.36, 1.44, 2.36], [4.72, -0.45, 0.17], [4.37, 0.94, -0.80], [4.08, 1.06, 0.95], [2.74, -0.22, -1.43], [1.73, -2.09, -0.31], [1.65, 1.79, -0.06], [-0.29, 1.27, -0.38], [-0.06, -0.46, -0.64], [2.23, 0.73, 2.14], [0.73, -0.40, 1.70], [0.37, 2.41, 2.03], [0.84, -2.06, 3.46], [1.76, -1.95, 3.11], [0.95, -2.94, 3.83], [0.52, -3.15, 0.24], [-0.02, -3.76, -0.24], [0.97, -3.55, 1.00], [-1.87, 2.42, -2.94], [-1.44, 1.88, -2.28], [-2.79, 2.26, -2.91], [-3.00, -0.14, -1.79], [-3.13, 0.58, -2.47], [-3.15, -0.98, -2.21], [-2.74, 0.47, 2.29], [-3.07, 0.67, 3.12], [-1.75, 0.50, 2.46], [-1.71, -2.95, -1.87], [-1.39, -2.25, -1.25], [-2.59, -3.16, -1.56], [0.51, 3.66, -2.24], [1.46, 3.65, -2.20], [0.35, 2.98, -2.95], [-1.22, -3.74, 2.46], [-0.51, -3.23, 2.81], [-1.94, -3.10, 2.25], [-0.20, 4.14, 0.81], [0.15, 4.43, -0.04], [-1.08, 4.48, 0.91], [0.77, 1.12, -3.69], [0.15, 1.01, -4.44], [0.14, 0.92, -2.97], [-3.41, -1.91, 0.85], [-3.69, -1.15, 1.34], [-2.58, -1.67, 0.46]],
  "lowdin_charge": [-0.017, -0.368, -0.069, -0.340, 0.058, -0.293, -0.067, 0.032, 0.075, 0.089, 0.146, 0.034, 0.136, 0.107, 0.064, 0.155, 0.109, 0.123, -0.056, 0.075, 0.047, -0.040, 0.039, 0.069, -0.020, -0.003, 0.018, -0.054, 0.041, 0.016, -0.045, 0.007, 0.068, -0.043, 0.024, 0.034, -0.075, 0.031, 0.014, -0.061, -0.054, 0.037, -0.035, 0.015, 0.043, -0.079, 0.056, -0.005, -0.038, 0.007, -0.009]
}

***

{
  "formula": "C4H33NO14",
  "method": "ωB97M-V/def2-TZVPD",
  "homo_lumo_gap_ev": 9.656,
  "relative_energy_kj_mol": 530.6,
  "energy_ha": -1280.23470,
  "total_charge": 0,
  "symbols": ["C", "C", "C", "C", "O", "O", "N", "H", "H", "H", "H", "H", "H", "H", "H", "H", "H", "H", "O", "H", "H", "O", "H", "H", "O", "H", "H", "O", "H", "H", "O", "H", "H", "O", "H", "H", "O", "H", "H", "O", "H", "H", "O", "H", "H", "O", "H", "H", "O", "H", "H", "O"],
  "xyz": [[-1.66, 0.46, 2.16], [-1.62, 0.70, 0.58], [-2.37, -0.37, -0.12], [-2.40, -0.03, -1.57], [-3.39, 0.84, -1.83], [-1.49, -0.19, -2.33], [-0.20, 0.67, 0.11], [-1.14, -0.57, 2.37], [-1.15, 1.16, 2.72], [-2.78, 0.48, 2.54], [-2.24, 1.62, 0.41], [-3.38, -0.35, 0.25], [-1.97, -1.40, -0.07], [-3.59, 0.85, -2.83], [0.50, 1.07, 0.84], [0.29, -0.27, 0.04], [3.01, 1.58, 1.99], [2.54, 2.68, 2.97], [2.29, 2.26, 2.19], [5.35, 2.29, -1.01], [4.37, 1.90, -2.14], [4.64, 1.65, -1.28], [3.33, -0.55, 1.00], [4.31, 0.63, 0.66], [3.80, 0.19, 1.45], [1.97, -0.69, -2.25], [0.85, -1.34, -1.39], [1.81, -1.19, -1.51], [-0.85, -1.67, -2.04], [-0.02, -3.00, -2.60], [-0.39, -2.53, -1.77], [-3.12, -3.01, 1.10], [-2.31, -3.49, 2.38], [-3.14, -3.07, 2.08], [3.70, -3.84, -0.48], [2.56, -2.63, -0.70], [2.73, -3.52, -0.42], [0.71, -2.79, 1.41], [2.13, -2.88, 1.64], [1.32, -2.44, 2.04], [-0.64, 2.72, -0.86], [-1.35, 3.97, -0.06], [-1.25, 3.54, -0.91], [-1.73, -3.18, -0.77], [-2.23, -4.62, -0.56], [-2.17, -3.78, -0.25], [1.09, 3.80, -2.54], [1.51, 2.47, -1.87], [1.66, 3.02, -2.56], [-0.31, 3.89, 3.47], [-1.92, 3.92, 2.97], [-1.12, 4.23, 3.39]],
  "lowdin_charge": [-0.035, -0.407, -0.101, -0.508, 0.108, 0.103, 0.043, 0.111, 0.011, 0.116, 0.136, 0.132, 0.110, 0.180, 0.105, 0.074, 0.013, -0.022, -0.078, 0.080, 0.006, -0.047, 0.048, 0.088, -0.091, 0.017, 0.009, -0.036, 0.029, 0.137, -0.115, -0.012, 0.039, -0.101, 0.099, -0.042, -0.095, -0.007, 0.042, -0.068, 0.040, 0.029, -0.093, -0.060, 0.014, 0.021, 0.049, -0.053, -0.014, -0.042, 0.043, -0.003]
}

***

{
  "formula": "C4H34HgO14",
  "method": "ωB97M-V/def2-TZVPD",
  "homo_lumo_gap_ev": 6.843,
  "relative_energy_kj_mol": 0.0,
  "energy_ha": -1379.46665,
  "total_charge": 0,
  "symbols": ["Hg", "C", "C", "O", "H", "H", "H", "H", "H", "C", "C", "O", "H", "H", "H", "H", "H", "O", "H", "H", "O", "H", "H", "O", "H", "H", "O", "H", "H", "O", "H", "H", "O", "H", "H", "O", "H", "H", "O", "H", "H", "O", "H", "H", "O", "H", "H", "O", "H", "H", "O", "H", "H"],
  "xyz": [[-2.95, -1.57, 0.46], [0.99, -0.31, -0.10], [-0.41, 0.25, -0.37], [-1.35, -0.67, -0.81], [0.97, -1.10, 0.66], [1.62, 0.49, 0.30], [1.44, -0.69, -1.02], [-0.30, 1.06, -1.10], [-0.69, 0.74, 0.58], [-3.04, 2.18, 1.48], [-4.05, 1.45, 0.59], [-4.20, 0.13, 0.98], [-2.02, 1.89, 1.23], [-3.32, 2.02, 2.52], [-3.08, 3.24, 1.20], [-3.89, 1.60, -0.49], [-5.00, 2.01, 0.67], [-0.35, 2.41, -3.79], [-0.28, 1.44, -3.73], [-1.29, 2.59, -3.69], [0.72, -0.34, -3.99], [1.59, -0.18, -3.63], [0.26, -0.84, -3.29], [1.27, -1.96, 3.16], [1.03, -1.06, 3.42], [1.86, -1.85, 2.39], [-0.43, 0.57, 3.54], [-0.91, 1.29, 3.11], [-0.85, 0.48, 4.41], [-1.70, -1.68, 2.41], [-1.42, -2.35, 3.05], [-1.17, -0.89, 2.60], [1.17, 4.04, -2.06], [1.06, 4.53, -2.88], [0.58, 3.28, -2.17], [0.07, -2.72, -2.46], [-0.36, -2.11, -1.85], [0.58, -3.30, -1.87], [2.31, 1.64, 3.20], [1.52, 1.20, 2.86], [2.95, 0.92, 3.32], [4.41, -0.78, -0.83], [5.16, -1.08, -1.36], [3.88, -0.25, -1.43], [3.35, -2.33, 1.37], [3.49, -1.61, 0.73], [4.24, -2.61, 1.61], [1.43, -3.93, -0.21], [2.15, -4.18, -0.79], [1.81, -3.26, 0.38], [-2.75, 0.86, -3.09], [-2.40, 0.44, -2.29], [-3.70, 0.89, -2.95]],
  "lowdin_charge": [1.274, -0.077, -0.414, -0.419, 0.048, 0.085, 0.058, 0.107, 0.067, -0.091, -0.445, -0.410, 0.029, 0.075, 0.080, 0.090, 0.106, -0.073, -0.003, 0.032, -0.042, 0.039, 0.007, -0.063, -0.005, -0.016, -0.041, 0.059, 0.091, -0.129, 0.068, 0.008, -0.086, 0.024, -0.015, -0.075, -0.013, 0.005, -0.053, -0.016, 0.035, -0.039, 0.059, 0.047, -0.055, 0.022, 0.075, -0.055, 0.053, 0.006, -0.053, 0.000, 0.038]
}